[1]
Here is a structure of composition C22H45IN4O5STb at a distorted geometry from the OMol25 dataset. Energies are from ωB97M-V with the def2-TZVPD basis set.

Properties
2S+1: 7
Strongest force on any atom: 3.726 eV/A
Highest occupied orbital energy (alpha / beta): -0.406 / -0.406 Ha
Net charge: +1
LUMO energy (alpha / beta): -2.24 / -2.02 eV
Gap between HOMO and LUMO (alpha / beta): 8.81 / 9.03 eV
Expectation value of S²: 12.698

Last column: Mulliken charge in e.
Element x y z (Å)
Tb (-11.2825, -3.1904, 10.7908)  1.022
C (-14.0411, -7.2852, 6.1411)  -2.026
C (-13.0481, -7.9673, 7.1120)  0.352
C (-13.6984, -9.0851, 7.8401)  -2.129
C (-14.5040, -8.8796, 9.1230)  1.983
C (-14.7610, -10.2941, 9.6566)  -1.759
C (-15.7563, -8.1224, 8.8781)  -2.068
N (-13.8124, -8.0757, 10.1690)  2.008
C (-14.6367, -7.8618, 11.4074)  -1.279
C (-13.6582, -7.9614, 12.6398)  -1.184
N (-12.5751, -6.9952, 12.5940)  1.449
C (-12.9900, -5.7465, 13.2259)  -1.044
C (-13.6843, -4.7567, 12.3016)  0.394
O (-14.8334, -4.9212, 11.9615)  -0.697
O (-12.9957, -3.6926, 12.0472)  -0.672
C (-11.3569, -7.5309, 13.2423)  -0.067
C (-11.5868, -7.6895, 14.7750)  -1.838
C (-10.7568, -8.8071, 12.6296)  -1.791
C (-10.0687, -8.6412, 11.2302)  2.001
C (-9.5115, -7.2696, 11.0526)  -2.205
C (-8.9095, -9.6260, 11.2224)  -1.841
N (-11.0220, -8.9448, 10.1260)  -0.108
C (-10.6063, -8.8062, 8.6770)  -1.696
C (-10.8660, -7.4561, 8.0356)  -0.599
N (-12.3118, -7.0822, 8.0055)  1.157
C (-12.3832, -5.6777, 7.5683)  -0.897
C (-12.1241, -4.6611, 8.6723)  0.915
O (-12.3695, -3.4407, 8.6129)  -0.809
O (-11.5764, -5.1567, 9.7059)  -0.694
H (-14.4603, -8.1615, 5.5485)  0.428
H (-13.5350, -6.7603, 5.3416)  0.558
H (-14.8485, -6.6459, 6.5176)  0.394
H (-12.3029, -8.4696, 6.4720)  0.113
H (-12.9748, -9.8274, 8.1089)  0.583
H (-14.3414, -9.6929, 7.2362)  0.728
H (-15.1837, -10.9647, 8.9261)  0.441
H (-15.4958, -10.2971, 10.4520)  0.419
H (-13.7981, -10.7934, 9.9634)  0.342
H (-16.2977, -8.4986, 8.0136)  0.349
H (-15.6391, -7.0790, 8.7654)  0.441
H (-16.4004, -8.3007, 9.7195)  0.627
H (-13.4854, -7.1628, 9.8513)  -0.400
H (-12.9047, -8.5292, 10.3540)  -0.569
H (-15.3224, -8.6076, 11.5691)  0.787
H (-15.1093, -6.8853, 11.4404)  0.409
H (-13.3495, -9.0269, 12.6436)  0.116
H (-14.3373, -7.7758, 13.4988)  0.627
H (-12.0455, -5.3041, 13.5331)  0.639
H (-13.5996, -5.9990, 14.1048)  0.468
H (-10.5667, -6.7924, 13.2699)  0.624
H (-12.3851, -8.3558, 15.0263)  0.353
H (-11.7282, -6.7068, 15.2242)  0.337
H (-10.7309, -8.2167, 15.1645)  0.539
H (-11.4966, -9.6094, 12.7549)  0.366
H (-9.9271, -9.0054, 13.3175)  0.421
H (-8.7708, -7.0421, 11.8372)  0.403
H (-10.2893, -6.5283, 11.2174)  0.087
H (-9.0808, -7.0557, 10.0955)  0.490
H (-8.1747, -9.4460, 12.0013)  0.445
H (-8.4230, -9.7128, 10.2911)  0.434
H (-9.2408, -10.6611, 11.4206)  0.402
H (-11.1483, -9.9262, 10.2187)  0.482
H (-11.1496, -9.6104, 8.1714)  0.625
H (-9.5975, -9.0731, 8.4346)  0.420
H (-10.3910, -7.4483, 7.0310)  0.366
H (-10.3510, -6.7173, 8.6237)  0.106
H (-13.2887, -5.3986, 7.0788)  0.669
H (-11.5760, -5.5286, 6.8332)  0.367
C (-8.2149, -2.2610, 7.3947)  -0.717
S (-8.4929, -1.3521, 8.9457)  0.390
C (-7.2149, -2.2498, 9.9366)  -0.676
O (-9.8574, -1.8857, 9.3631)  -0.460
H (-7.1853, -2.3243, 7.2229)  0.428
H (-8.7686, -1.7913, 6.5739)  0.315
H (-8.6793, -3.2539, 7.6163)  0.079
H (-6.2914, -2.2299, 9.3719)  0.408
H (-7.6602, -3.2716, 9.9965)  0.094
H (-7.2224, -1.7789, 10.9110)  0.270
I (-9.4623, -3.0625, 13.0275)  -0.446

[2]
Here is the molecule C23H27N3O2 at a distorted geometry from the OMol25 dataset. Energies are from ωB97M-V with the def2-TZVPD basis set.

Properties
Strongest force on any atom: 1.348 eV/A
Highest occupied orbital energy: -0.306 Ha
LUMO energy: 0.62 eV
Gap between HOMO and LUMO: 8.95 eV

Last column: natural (NBO) charge in e.
Element x y z (Å)
C (-1.0583, 4.5258, 0.4521)  -0.648
C (0.4060, 4.3991, 0.1862)  0.256
N (1.1784, 5.4055, 0.4696)  -0.432
C (2.5146, 5.3492, 0.2453)  0.139
C (3.2912, 6.4743, 0.5738)  -0.191
C (4.6458, 6.4697, 0.3655)  -0.208
C (5.2839, 5.3481, -0.1782)  -0.213
C (4.5610, 4.2323, -0.5107)  -0.196
C (3.1735, 4.2131, -0.3052)  -0.068
C (2.3172, 3.1327, -0.6031)  0.306
C (0.9429, 3.2048, -0.3632)  -0.125
C (0.4230, 1.9427, -0.7684)  -0.295
C (1.4927, 1.2198, -1.2067)  0.213
C (1.5379, -0.1210, -1.8716)  0.632
O (1.7695, -0.2140, -3.0619)  -0.595
N (1.2890, -1.1847, -1.0802)  -0.416
C (1.0162, -1.1424, 0.3355)  -0.213
H (1.1807, -0.1323, 0.7131)  0.228
C (-0.4169, -1.5988, 0.6090)  -0.437
H (-0.6031, -1.5914, 1.6840)  0.215
H (-1.1109, -0.9061, 0.1305)  0.201
C (-0.6217, -3.0163, 0.0402)  -0.026
N (-1.9218, -3.6126, 0.2842)  -0.456
C (-3.0732, -2.8203, -0.1038)  -0.220
C (-4.3084, -3.7163, -0.1606)  -0.400
C (-4.5579, -4.3412, 1.2071)  -0.397
C (-3.2997, -5.0782, 1.6514)  -0.400
C (-2.1023, -4.1311, 1.6264)  -0.211
H (-1.2001, -4.6754, 1.9166)  0.200
H (-2.2670, -3.3226, 2.3626)  0.156
H (-3.1045, -5.9056, 0.9680)  0.203
H (-3.4251, -5.4819, 2.6576)  0.206
H (-5.4053, -5.0275, 1.1641)  0.210
H (-4.7959, -3.5561, 1.9294)  0.192
H (-4.1360, -4.5045, -0.8946)  0.204
H (-5.1719, -3.1294, -0.4782)  0.206
H (-2.8949, -2.3864, -1.0882)  0.202
H (-3.2630, -1.9981, 0.6104)  0.159
C (-0.2898, -2.9987, -1.4573)  -0.404
C (1.1394, -2.5005, -1.6665)  -0.228
H (1.3739, -2.4164, -2.7289)  0.251
H (1.8526, -3.1849, -1.1938)  0.189
H (-0.4006, -4.0026, -1.8657)  0.224
H (-0.9706, -2.3349, -1.9907)  0.201
H (0.1069, -3.6791, 0.5260)  0.191
H (1.7162, -1.8197, 0.8414)  0.191
O (2.6439, 1.9329, -1.1182)  -0.384
H (-0.5987, 1.6233, -0.7443)  0.233
H (5.0358, 3.3593, -0.9332)  0.220
H (6.3522, 5.3678, -0.3352)  0.215
H (5.2338, 7.3392, 0.6208)  0.214
H (2.7867, 7.3319, 0.9901)  0.226
H (-1.6173, 4.4001, -0.4739)  0.222
H (-1.2681, 5.5048, 0.8714)  0.240
H (-1.3817, 3.7547, 1.1498)  0.219

Energy relative to the best compared isomer or geometry (same formula, charge and spin) (kcal/mol)
0.0, 33.3
Electronic energy (eV)
-81110.74756, -32855.50186